Entry 1:
Density functional theory data (the ωB97M-V functional and the def2-TZVPD basis) for a single C7H9N molecule at a distorted geometry.

```
17
Properties=species:S:1:pos:R:3:forces:R:3:mulliken_charge:R:1
C 0.781 1.609 0.940 -3.15 1.48 -2.20 -0.28
C -0.107 1.952 -0.128 5.20 3.85 -0.60 -0.71
C -0.222 0.480 -0.732 3.22 -0.06 0.32 0.01
N -0.720 -0.478 -1.732 2.02 -0.38 -2.62 -0.66
C -0.232 -1.678 -0.966 2.72 0.56 2.16 -0.80
C -0.020 -1.241 0.703 -1.13 -1.08 -1.74 -0.49
C 0.282 0.304 1.397 1.80 -0.31 3.58 -0.21
C -0.832 -0.019 0.497 -2.36 -0.72 2.61 -0.22
H 1.430 2.209 1.585 -0.39 0.08 -0.58 0.44
H 0.073 3.141 -0.558 -0.85 -3.78 0.60 0.22
H 0.883 0.052 -0.546 -1.74 1.58 -1.41 0.43
H 0.055 -0.526 -2.622 -3.11 0.75 2.97 0.35
H 0.785 -1.794 -1.284 0.40 -1.21 -0.54 0.42
H -0.808 -2.571 -0.880 -0.70 -0.42 -0.57 0.43
H -0.046 -2.116 1.461 -0.54 1.79 -1.22 0.37
H 0.606 0.380 2.588 -2.11 -1.34 -2.69 0.23
H -1.909 0.295 0.277 0.74 -0.80 1.93 0.48
```
Forces are in eV/Å.

Values from the calculation:
E_HOMO, eV: -8.241
SMILES: C1=C[C@@H]2NC[C@H]3[C@@H]1[C@H]32



Entry 2:
Density functional theory data (the ωB97M-V functional and the def2-TZVPD basis) for a gas-phase ion, C7H9N2 (charge +1) at a distorted geometry.

```
18
Properties=species:S:1:pos:R:3:forces:R:3:mulliken_charge:R:1
C -0.987 -2.014 0.114 -1.71 -0.32 -1.14 -0.05
N -1.299 -0.766 0.082 -2.67 -3.01 -0.05 0.09
C -2.702 -0.286 -0.078 1.77 -0.26 0.64 -0.44
C -2.599 1.029 -0.094 -0.12 -0.51 -1.24 -0.50
C -1.223 1.403 -0.151 2.37 -0.66 1.69 -0.39
C -0.443 0.300 0.134 0.85 3.27 -0.45 0.63
C 1.041 0.441 0.360 0.70 0.90 -1.03 -0.41
N 1.989 -0.243 -0.090 -3.15 -3.09 0.41 -0.32
C 3.336 0.103 -0.115 0.28 2.09 1.25 -0.63
H 0.006 -2.169 0.294 2.70 -0.73 0.47 0.32
H -1.604 -2.922 -0.185 0.17 1.77 0.78 0.26
H -3.517 -0.954 0.037 -0.36 -0.57 -0.15 0.39
H -3.435 1.625 -0.235 -1.23 1.33 0.01 0.49
H -0.745 2.375 -0.195 -0.54 0.06 -0.15 0.42
H 1.329 1.442 0.685 -0.57 0.41 0.55 0.31
H 3.393 1.231 0.127 0.79 -1.57 0.27 0.27
H 3.494 0.038 -1.156 1.27 -0.24 -1.24 0.30
H 3.964 -0.633 0.466 -0.55 1.14 -0.64 0.25
```
Forces are in eV/Å.

Values from the calculation:
Net charge: +1
E_HOMO, eV: -13.255
SMILES: C=[N+]1C=CC=C1/C=N/C



Entry 3:
Density functional theory data (the ωB97M-V functional and the def2-TZVPD basis) for 2 unconnected molecules or ions with the total composition C7H9N2O at a distorted geometry.

```
19
Properties=species:S:1:pos:R:3:forces:R:3:mulliken_charge:R:1
C -0.040 2.093 -0.696 0.13 1.93 1.18 -0.41
C 0.149 0.861 -1.166 -0.36 -1.80 1.10 -0.55
C -0.277 2.333 0.713 -1.59 0.98 0.25 -0.54
C -0.520 1.329 1.567 1.50 -1.70 0.37 -0.11
C -0.064 -0.233 -0.184 1.17 0.87 1.16 1.29
C 1.569 -1.880 -3.558 0.40 -0.23 -1.01 0.02
C -0.407 -1.136 2.009 -2.06 -3.37 0.38 -1.02
N -0.194 -0.022 1.165 -1.15 2.88 -2.16 0.14
N 0.020 -1.473 -0.595 0.93 0.08 -3.80 -0.30
O 2.037 -2.167 -4.543 -0.43 0.26 0.99 -0.06
H -0.030 3.006 -1.290 0.31 -0.48 -0.27 0.39
H 0.445 0.613 -2.197 -0.46 0.11 0.61 0.23
H -0.515 3.343 1.143 0.48 -0.99 -0.97 0.31
H -0.800 1.499 2.619 0.23 -0.42 -0.69 0.30
H -0.064 -2.356 -0.100 0.07 0.59 -0.15 0.24
H -0.687 -0.742 2.971 0.31 -0.16 0.54 0.28
H -1.402 -1.761 1.680 2.33 1.43 0.54 0.38
H 0.446 -1.913 2.085 -1.11 1.65 -0.19 0.35
H 0.337 -1.395 -1.625 -0.71 -1.63 2.11 0.07
```
Forces are in eV/Å.

Values from the calculation:
Net charge: +1
E_HOMO, eV: -13.362



Question: Which of these has the lowest E_HOMO?
Answer: C7H9N2O